1.
C14H29FGaN2O8S as an isolated structure, computed with ωB97M-V/def2-TZVPD.

Summary:
E_LUMO = 2.47 eV
2S+1 = 1
Net charge = -1
Frontier orbital gap = 7.7 eV
HOMO level = -5.21 eV

Each line ends with the natural charge from an NBO analysis.
Positions of all 56 atoms, in Å:
C -2.58 -1.41 -3.41  -0.7171
C -1.40 -2.29 -3.02  0.8252
O -0.85 -2.93 -3.84  -0.6064
O -1.09 -2.28 -1.72  -0.5367
C 0.33 -2.32 -1.43  -0.0778
C 0.74 -1.19 -0.47  -0.8824
Ga 0.26 0.61 -1.33  0.9214
C -0.93 1.70 -0.06  -0.9267
C -2.32 1.06 0.01  -0.3952
C -3.41 1.72 -0.89  -0.5213
C -2.86 2.71 -1.90  0.8154
O -2.69 3.81 -1.57  -0.5592
O -2.61 2.31 -3.18  -0.7539
S 2.26 1.74 -1.86  1.9564
O 3.44 1.01 -1.49  -0.9743
O 2.26 3.10 -1.40  -0.9660
F 2.34 1.86 -3.52  -0.5514
H -2.32 -0.82 -4.29  0.2417
H -3.43 -2.06 -3.63  0.2190
H -2.84 -0.73 -2.61  0.2235
H 0.52 -3.30 -0.97  0.1660
H 0.96 -2.24 -2.32  0.1877
H 1.81 -1.26 -0.29  0.2434
H 0.20 -1.31 0.47  0.2152
H -0.49 0.35 -2.73  -0.3820
H -0.46 1.58 0.93  0.2597
H -0.91 2.77 -0.27  0.2207
H -2.68 1.06 1.04  0.2042
H -2.25 -0.01 -0.26  0.1991
H -4.19 2.15 -0.28  0.2188
H -3.89 0.91 -1.47  0.2036
H -1.80 1.77 -3.14  0.5217
C -1.71 2.07 3.71  0.5331
O -1.14 1.53 2.79  -0.6092
N -1.67 3.40 3.96  -0.4334
C -2.37 4.00 5.07  -0.3953
C -0.89 4.25 3.07  -0.4219
H -2.32 1.51 4.44  0.0964
H -3.09 4.73 4.70  0.1924
H -1.66 4.50 5.73  0.1893
H -2.90 3.24 5.64  0.2057
H -1.27 4.15 2.05  0.2349
H 0.15 3.92 3.07  0.2197
H -0.96 5.28 3.39  0.1951
C 3.67 -3.18 1.20  0.5321
O 2.50 -2.84 1.22  -0.6039
N 4.18 -4.12 0.37  -0.4374
C 5.58 -4.48 0.41  -0.3952
C 3.30 -4.76 -0.59  -0.4175
H 4.42 -2.75 1.89  0.0999
H 6.04 -4.28 -0.57  0.1951
H 5.68 -5.55 0.63  0.1854
H 6.11 -3.91 1.17  0.2089
H 2.86 -4.01 -1.24  0.2263
H 2.50 -5.27 -0.06  0.2104
H 3.86 -5.48 -1.18  0.1966


2.
One molecule with the formula C5H5N, computed with ωB97M-V/def2-TZVPD.

Summary:
E_LUMO = 0.76 eV
2S+1 = 1
Energy relative to the best compared isomer or geometry (same formula, charge and spin) = 1.957 eV
Net charge = 0
SMILES string = CC#CCC#N
Frontier orbital gap = 10.9 eV
HOMO level = -10.16 eV

Each line ends with the natural charge from an NBO analysis.
Positions of all 11 atoms, in Å:
C -2.24 -0.26 -0.59  -0.6869
C -0.91 0.17 -0.16  0.0559
C 0.19 0.42 0.25  -0.0499
C 1.56 0.50 0.77  -0.5588
C 2.47 -0.31 -0.06  0.2930
N 3.16 -0.97 -0.72  -0.3114
H -2.74 0.47 -1.23  0.2387
H -2.87 -0.45 0.29  0.2386
H -2.15 -1.20 -1.15  0.2426
H 1.94 1.53 0.81  0.2682
H 1.58 0.10 1.79  0.2699


3.
C34H43N6STc as an isolated structure, computed with ωB97M-V/def2-TZVPD.

Summary:
E_LUMO (spin up / spin down) = -14.30 / -14.29 eV
2S+1 = 1
Energy relative to the best compared isomer or geometry (same formula, charge and spin) = 0.387 eV
Net charge = +4
Frontier orbital gap (spin up / spin down) = 5.3 / 5.3 eV
HOMO level (spin up / spin down) = -19.57 / -19.57 eV

Each line ends with the Löwdin charge.
Positions of all 85 atoms, in Å:
Tc -0.84 -0.01 -1.31  1.3367
C -3.57 -0.37 -2.51  -0.0627
N -2.93 -0.42 -1.19  -0.2964
C -3.03 -1.77 -0.63  -0.1343
C -2.09 -2.66 -1.40  -0.2407
C -2.36 -4.00 -1.64  0.0490
C -1.48 -4.75 -2.40  0.0408
C -0.36 -4.12 -2.93  0.0190
C -0.14 -2.79 -2.63  -0.0796
N -0.97 -2.08 -1.85  -0.0416
C -3.47 0.62 -0.31  -0.1242
C -2.91 1.96 -0.74  -0.2364
C -3.67 3.12 -0.71  0.0494
C -3.12 4.31 -1.16  0.0420
C -1.80 4.30 -1.59  0.0176
C -1.09 3.12 -1.56  -0.0805
N -1.63 1.96 -1.15  -0.0505
C -2.67 0.10 -3.62  -0.2188
C -3.18 0.29 -4.89  0.0436
C -2.35 0.73 -5.91  0.0398
C -1.00 0.95 -5.61  0.0159
C -0.56 0.72 -4.32  -0.0826
N -1.37 0.31 -3.34  -0.0501
H -4.46 0.28 -2.48  0.1596
H -3.94 -1.37 -2.78  0.1578
H -4.06 -2.16 -0.67  0.1622
H -2.74 -1.76 0.43  0.0930
H -3.26 -4.45 -1.24  0.1448
H -1.68 -5.79 -2.61  0.1453
H 0.33 -4.65 -3.56  0.1372
H 0.72 -2.26 -3.02  0.1170
H -3.16 0.44 0.73  0.1071
H -4.57 0.64 -0.31  0.1595
H -4.69 3.09 -0.36  0.1438
H -3.70 5.22 -1.17  0.1460
H -1.33 5.20 -1.96  0.1376
H -0.06 3.07 -1.88  0.1155
H -4.23 0.10 -5.09  0.1466
H -2.73 0.89 -6.90  0.1456
H -0.32 1.29 -6.37  0.1366
H 0.47 0.87 -4.05  0.1061
C -1.66 -1.75 4.63  -0.1089
C -0.52 -2.10 5.58  -0.2357
C 0.76 -1.31 5.38  -0.1680
C 1.56 -1.73 4.13  -0.1262
N 0.80 -1.43 2.93  0.0557
C 0.82 -0.46 2.04  -0.6287
S -0.66 -0.40 1.08  0.8560
N 1.76 0.44 1.81  0.0508
C 3.08 0.56 2.41  -0.1421
C 3.10 1.24 3.80  -0.1802
C 3.65 2.66 3.77  -0.2587
C 2.76 3.67 3.10  -0.1022
H -2.61 -1.90 5.13  0.0929
H -1.68 -2.41 3.76  0.0574
H -1.61 -0.71 4.31  0.0696
H -0.32 -3.18 5.57  0.1241
H -0.86 -1.90 6.61  0.1289
H 1.42 -1.47 6.24  0.1354
H 0.53 -0.25 5.33  0.1140
H 1.71 -2.81 4.15  0.1476
H 2.52 -1.24 4.12  0.0954
H -0.04 -2.01 2.90  0.0959
H 1.53 1.13 1.11  0.1219
H 3.68 1.14 1.71  0.1294
H 3.52 -0.44 2.47  0.1241
H 3.72 0.65 4.47  0.1225
H 2.09 1.27 4.20  0.1083
H 4.66 2.69 3.35  0.1219
H 3.80 2.97 4.82  0.1291
H 2.73 3.53 2.02  0.0571
H 3.13 4.68 3.28  0.0905
H 1.74 3.60 3.47  0.0772
C 1.01 0.19 -1.56  -0.0151
C 2.36 0.12 -1.76  -0.2988
C 3.01 -1.08 -1.32  -0.0057
C 4.36 -1.26 -1.50  -0.0044
C 5.13 -0.26 -2.10  0.0546
C 4.53 0.93 -2.51  0.0030
C 3.18 1.12 -2.36  0.0205
H 2.40 -1.84 -0.85  0.1220
H 4.82 -2.17 -1.17  0.1374
H 6.19 -0.41 -2.23  0.1464
H 5.14 1.70 -2.96  0.1409
H 2.72 2.04 -2.70  0.1276


Taking the records one at a time from the top gives E values of -3685.17842, -248.20313, -2127.50007 a.u..